Density functional theory data (ωB97M-V with the def2-TZVPD basis set) for a molecular structure, C16H44Ag2FeN8O16.

- charge = +2
- spin multiplicity = 7
- electronic energy (hartree) = -3834.2220
- ⟨S²⟩ = 12.027
- gap between HOMO and LUMO (spin up / spin down) (Ha) = 0.253 / 0.139

Element x y z (Å)
Ag -3.17174 -3.18398 -1.17166
Ag 0.94563 0.98032 1.86627
Fe 0.24155 -0.35766 -3.89720
N 2.57407 -0.83677 -1.76083
O 2.34719 -1.95672 -1.25745
O 2.98682 0.13346 -1.20506
O 2.19225 -0.73827 -2.93873
N -4.81794 -0.19841 -1.40363
O -5.15766 0.37861 -0.38271
O -4.53651 -1.38866 -1.42670
O -4.63235 0.38896 -2.48540
N -0.71635 -0.49634 -0.87546
O -0.35911 0.06016 -1.87931
O -0.14959 -0.40840 0.17613
O -1.72868 -1.15600 -0.95189
N -1.02740 -3.30902 -3.77298
O -0.19033 -2.42313 -3.52872
O -0.74204 -4.06931 -4.74552
O -2.00394 -3.39552 -3.08423
C -0.30706 2.87517 -5.95810
C 1.04084 2.46921 -5.38061
C 1.90724 3.75526 -4.98702
O 2.92365 3.35696 -4.03569
C 4.23678 3.61741 -4.50699
N 0.73460 1.76618 -4.07768
H -0.99735 3.52353 -5.41844
H -0.88257 2.02149 -6.31604
H 0.06628 3.47346 -6.78922
H 1.64405 1.86455 -6.05782
H 1.36077 4.49867 -4.40667
H 2.17072 4.31605 -5.88380
H 4.40255 2.78882 -5.19551
H 4.93053 3.92885 -3.72608
H 4.10722 4.50665 -5.12389
H 1.65420 1.75847 -3.66009
H 0.11437 2.38098 -3.57031
C 4.40090 -2.07253 1.37225
C 3.72874 -0.92063 2.13768
C 4.48327 0.42938 1.83432
O 3.95453 1.36919 2.78570
C 4.99829 2.27452 3.21090
N 2.41264 -0.86974 1.53270
H 3.84332 -2.95078 1.69761
H 5.45052 -2.17040 1.64942
H 4.32680 -1.94191 0.29264
H 3.65348 -1.09398 3.21117
H 4.32878 0.59644 0.76833
H 5.53771 0.29864 2.07755
H 5.75776 1.90545 3.90017
H 4.52957 3.05306 3.81280
H 5.57095 2.79668 2.44441
H 2.51167 -1.31852 0.63331
H 2.03794 -1.71908 1.93059
C -2.62886 0.47919 1.97547
C -2.28271 1.82156 2.50459
C -2.42624 1.98130 4.00442
O -1.97086 3.31817 4.21503
C -2.22021 3.71043 5.59815
N -1.00544 2.20387 1.89701
H -2.88813 0.64195 0.92934
H -3.50889 0.08016 2.47987
H -1.85101 -0.28068 2.05059
H -2.95897 2.55181 2.06017
H -1.90005 1.20126 4.55466
H -3.49522 1.92915 4.21099
H -1.85855 3.10083 6.42622
H -3.30541 3.74679 5.69366
H -1.76967 4.67580 5.82872
H -0.82135 3.13362 2.24597
H -1.29589 2.55115 0.99416
C -4.09892 -4.15622 3.11655
C -3.41786 -3.40834 1.98935
C -1.95415 -3.85114 1.70737
O -1.63347 -3.58148 0.37716
C -0.24398 -3.77282 0.11165
N -4.22838 -3.71931 0.85721
H -3.56877 -3.95443 4.04731
H -4.31199 -5.20243 2.89715
H -5.11776 -3.86038 3.36664
H -3.39638 -2.32206 2.07664
H -1.88740 -4.92528 1.88025
H -1.38207 -3.30779 2.45942
H -0.05727 -3.67673 -0.95793
H 0.06806 -4.78890 0.35315
H 0.43931 -3.09773 0.62688
H -4.61738 -4.61704 1.10791
H -5.09152 -3.19504 0.84151

Cartesian forces (eV/Å) of the 3 atoms listed first:
Ag -0.52 -0.70 0.13
Ag 0.29 -0.25 0.11
Fe 1.68 -1.34 4.12